Formula: C6H5FS
Source: the Open Molecules 2025 dataset
Level of theory: the ωB97M-V functional and the def2-TZVPD basis

Positions of all 13 atoms, in Å:
C 1.24 -3.33 -0.40
C 0.66 -2.29 -0.19
C 0.16 -0.99 0.20
C 0.64 0.25 -0.23
F 1.74 0.12 -1.05
C 0.08 1.59 -0.12
C -1.29 1.72 0.49
S 0.92 2.81 -0.82
H 1.55 -4.29 -0.66
H -0.79 -1.00 0.75
H -1.18 1.74 1.63
H -1.70 2.71 0.19
H -2.04 0.96 0.24

Net charge: 0
Lowest unoccupied orbital energy in eV: -1.40
SMILES string: C#C/C=C(\F)C(C)=S
Max |F| in eV/Å: 3.6
Energy relative to the best compared isomer or geometry (same formula, charge and spin) in kJ/mol: 321.5
Frontier orbital gap in hartree: 0.2804

These are the Löwdin partial charges, in e, on atoms 1 to 5: C 0.138; C -0.108; C -0.018; C -0.305; F -0.008

---

Formula: C14H27BCl2LuN2O4
Source: the Open Molecules 2025 dataset
Level of theory: the ωB97M-V functional and the def2-TZVPD basis

Positions of all 51 atoms, in Å:
C -0.80 -3.80 -2.84
C -0.13 -2.72 -2.20
C 0.53 -1.69 -1.11
Cl 1.97 -0.85 -2.01
C 1.03 -2.50 0.25
C 1.97 -1.61 1.26
C 1.15 -0.61 2.27
C 1.93 0.79 2.63
C 2.44 1.64 1.33
O 3.93 1.44 1.24
C 4.45 1.94 -0.04
C 5.45 0.86 -0.81
O -0.33 -0.60 -0.65
C -1.68 -0.64 -1.23
C -2.49 0.66 -0.57
C -3.96 0.26 0.05
O -3.95 -0.87 0.99
C -5.03 -0.78 1.98
N -1.69 1.30 0.58
Cl -2.03 3.00 0.68
B -2.63 1.82 -1.74
N -1.41 2.34 -2.53
O -3.94 2.43 -2.14
H -1.10 -4.68 -3.58
H 1.68 -3.45 -0.06
H 0.10 -2.93 0.82
H 2.54 -2.40 1.96
H 2.85 -1.04 0.69
H 1.00 -1.22 3.29
H 0.07 -0.33 1.92
H 1.13 1.47 3.20
H 2.82 0.64 3.41
H 2.16 2.79 1.36
H 1.95 1.12 0.37
H 3.53 2.24 -0.73
H 5.11 2.91 0.14
H 4.95 0.36 -1.75
H 5.87 0.03 -0.10
H 6.40 1.44 -1.23
H -2.33 -1.58 -0.92
H -1.70 -0.43 -2.40
H -4.31 1.21 0.69
H -4.75 0.17 -0.82
H -4.73 0.10 2.72
H -6.10 -0.62 1.52
H -5.05 -1.78 2.63
H -1.96 0.90 1.50
H -0.57 1.70 -2.38
H -1.21 3.30 -2.16
H -4.31 2.97 -1.38
Lu 1.20 -4.68 -4.09

Net charge: +3
Lowest unoccupied orbital energy in eV: -14.79
Max |F| in eV/Å: 9.2
Frontier orbital gap in hartree: 0.0644

These are the Löwdin partial charges, in e, on atoms 1 to 5: C -0.083; C -0.054; C -0.679; Cl 0.626; C -0.135

---

Formula: C20H39Cl10NO3
Source: the Open Molecules 2025 dataset
Level of theory: the ωB97M-V functional and the def2-TZVPD basis

Positions of all 73 atoms, in Å:
C -0.78 -1.66 0.62
C -1.96 -0.68 -0.01
C -1.49 -0.22 -1.51
N -2.25 -0.86 -2.65
C -1.77 -2.11 -2.95
C -0.40 -2.42 -3.83
C -2.70 -3.38 -2.40
O -1.66 1.26 -1.66
C -0.34 1.67 -2.25
O -0.09 1.41 -3.55
C 0.71 2.40 -1.23
C 2.06 1.48 -0.89
C 2.98 2.42 0.12
O 2.73 1.14 -2.16
H 0.29 -1.17 0.64
H -0.73 -2.60 -0.09
H -1.16 -1.99 1.68
H -1.95 0.30 0.67
H -3.00 -1.23 0.02
H -0.34 -0.48 -1.64
H -0.34 -1.73 -4.79
H 0.55 -2.25 -3.17
H -0.44 -3.53 -4.20
H -2.19 -3.81 -1.43
H -2.76 -4.18 -3.25
H -3.77 -2.94 -2.11
H 1.05 3.42 -1.70
H 0.18 2.56 -0.18
H 1.79 0.48 -0.34
H 2.49 2.32 1.20
H 4.12 2.15 0.10
H 2.75 3.54 -0.21
H 3.63 1.59 -2.20
Cl -0.95 3.92 1.40
C -2.29 3.73 2.56
C -1.95 2.77 3.68
Cl -1.82 1.09 3.10
H -3.17 3.41 2.01
H -2.49 4.73 2.98
H -2.73 2.78 4.44
H -1.00 3.03 4.17
Cl 2.84 1.50 3.21
C 4.55 1.01 3.29
C 5.44 2.14 3.80
Cl 5.56 3.48 2.63
H 4.85 0.68 2.29
H 4.60 0.16 3.97
H 6.45 1.76 3.96
H 5.07 2.55 4.74
Cl -2.85 3.61 -7.91
C -2.20 2.28 -6.93
C -0.90 2.66 -6.23
Cl 0.44 2.85 -7.39
H -2.08 1.40 -7.57
H -2.97 2.04 -6.18
H -0.61 1.86 -5.54
H -1.01 3.59 -5.67
Cl 2.21 -2.80 -0.62
C 3.23 -4.10 0.05
C 2.62 -4.73 1.30
Cl 2.62 -3.61 2.68
H 4.22 -3.69 0.25
H 3.33 -4.86 -0.73
H 3.20 -5.60 1.60
H 1.59 -5.05 1.12
Cl -2.58 -3.65 5.74
C -3.13 -1.96 5.70
C -4.23 -1.74 4.68
Cl -3.64 -1.91 3.00
H -2.26 -1.33 5.49
H -3.49 -1.72 6.70
H -4.63 -0.73 4.77
H -5.06 -2.44 4.82

Net charge: 0
Lowest unoccupied orbital energy in eV: 0.26
SMILES string: CC[C@@H](N=C(C)C)OC(=O)C[C@H](C)O.ClCCCl.ClCCCl.ClCCCl.ClCCCl.ClCCCl
Max |F| in eV/Å: 8.9
Energy relative to the best compared isomer or geometry (same formula, charge and spin) in kJ/mol: 716.3
Frontier orbital gap in hartree: 0.2877

These are the Löwdin partial charges, in e, on atoms 1 to 5: C -0.150; C -0.166; C -0.336; N 0.053; C -0.248

---

Formula: C5H9NO
Source: the Open Molecules 2025 dataset
Level of theory: the ωB97M-V functional and the def2-TZVPD basis

Positions of all 16 atoms, in Å:
C -1.34 -0.15 1.22
C -1.26 0.14 -0.27
N -0.82 1.47 -0.68
C 0.00 0.33 -1.00
C 1.29 0.22 -0.31
C 1.80 -1.23 0.02
O 1.97 -2.43 0.07
H -0.64 0.47 1.78
H -2.35 0.08 1.60
H -1.13 -1.21 1.42
H -2.05 -0.33 -0.86
H -1.31 1.80 -1.50
H 0.07 -0.06 -2.02
H 1.25 0.87 0.61
H 2.16 0.62 -0.86
H 2.33 -0.61 0.78

Net charge: 0
Lowest unoccupied orbital energy in eV: 0.83
SMILES string: C[C@H]1N[C@H]1CC=O
Max |F| in eV/Å: 5.3
Energy relative to the best compared isomer or geometry (same formula, charge and spin) in kJ/mol: 412.1
Frontier orbital gap in hartree: 0.3535

These are the Löwdin partial charges, in e, on atoms 1 to 5: C -0.052; C -0.320; N 0.064; C -0.338; C -0.147

---

Formula: C5H6F2IN
Source: the Open Molecules 2025 dataset
Level of theory: the ωB97M-V functional and the def2-TZVPD basis

Positions of all 15 atoms, in Å:
C -1.08 0.12 -0.44
C -0.63 -1.04 -1.26
C -0.29 0.23 0.74
C 1.73 -0.52 -0.74
C -0.67 0.62 2.03
N 0.85 -0.95 -1.39
F -1.76 1.14 2.56
F 0.33 0.93 2.88
I 3.03 2.16 0.08
H -1.08 1.02 -1.02
H -2.07 -0.09 -0.04
H -0.82 -2.11 -0.98
H -1.12 -0.82 -2.28
H 0.78 -0.01 0.49
H 2.81 -0.69 -0.63

Net charge: 0
Lowest unoccupied orbital energy (spin up / spin down) in eV: -1.87 / -1.87
Max |F| in eV/Å: 4.8
Energy relative to the best compared isomer or geometry (same formula, charge and spin) in kJ/mol: 145.0
Frontier orbital gap (spin up / spin down) in hartree: 0.2210 / 0.2212

These are the Löwdin partial charges, in e, on atoms 1 to 5: C -0.210; C -0.135; C -0.073; C -0.063; C -0.274

---

Formula: C4H15N2OS
Source: the Open Molecules 2025 dataset
Level of theory: the ωB97M-V functional and the def2-TZVPD basis

Positions of all 23 atoms, in Å:
N -1.45 0.26 -0.29
C -0.43 -0.77 -0.81
C 0.98 -0.21 -0.88
S 1.16 1.41 -1.73
C -0.45 -1.94 0.19
N -0.21 -1.43 1.57
C 1.12 -1.86 2.09
H -1.65 0.91 -1.07
H -1.13 0.75 0.55
H -2.22 -0.35 -0.01
H -0.80 -1.01 -1.81
H 1.49 -0.10 0.06
H 1.57 -0.94 -1.47
H 1.11 1.23 -3.08
H -1.48 -2.33 0.17
H 0.37 -2.63 -0.13
H -0.94 -1.80 2.18
H 1.26 -1.34 3.07
H 1.84 -1.38 1.44
H 1.07 -2.94 2.31
H -0.79 3.07 0.94
H -1.64 2.73 2.06
O -1.69 2.71 1.09

Net charge: +1
Lowest unoccupied orbital energy in eV: -2.96
Max |F| in eV/Å: 2.5
Energy relative to the best compared isomer or geometry (same formula, charge and spin) in kJ/mol: 89.9
Frontier orbital gap in hartree: 0.3731

These are the Löwdin partial charges, in e, on atoms 1 to 5: N 0.191; C -0.338; C -0.512; S 0.737; C -0.177

---

Formula: C8H22CrFIN2O2
Source: the Open Molecules 2025 dataset
Level of theory: the ωB97M-V functional and the def2-TZVPD basis

Positions of all 37 atoms, in Å:
Cr 0.54 -0.61 -1.19
I -0.76 -1.89 -3.42
F 2.42 -0.50 -2.18
C 1.02 -3.55 1.84
C 0.77 -2.23 1.08
C 1.51 -0.96 1.67
O 1.48 0.04 0.65
C 1.82 1.22 1.20
N 1.03 -2.53 -0.31
H 2.08 -3.64 2.09
H 0.70 -4.44 1.30
H 0.45 -3.54 2.77
H -0.27 -2.00 1.33
H 2.52 -1.34 1.84
H 0.99 -0.73 2.59
H 2.75 1.04 1.75
H 1.05 1.56 1.89
H 2.08 1.95 0.44
H 1.97 -2.90 -0.33
H 0.41 -3.29 -0.55
C -3.45 1.75 0.02
C -2.23 1.11 -0.78
C -1.00 2.08 -0.92
O 0.01 1.43 -1.60
C 0.77 2.46 -2.20
N -1.77 -0.10 -0.10
H -2.93 2.21 0.87
H -4.31 1.15 0.32
H -3.75 2.62 -0.56
H -2.52 0.97 -1.82
H -0.62 2.36 0.07
H -1.38 2.99 -1.38
H 1.10 3.17 -1.45
H 0.13 2.86 -2.99
H 1.64 1.98 -2.65
H -1.88 0.20 0.86
H -2.40 -0.89 -0.14

Multiplicity: 5
Net charge: 0
⟨S²⟩: 6.008
Lowest unoccupied orbital energy (spin up / spin down) in eV: 0.05 / 0.03
Max |F| in eV/Å: 3.7
Energy relative to the best compared isomer or geometry (same formula, charge and spin) in kJ/mol: 209.1
Frontier orbital gap (spin up / spin down) in hartree: 0.2376 / 0.2622

These are the Löwdin partial charges, in e, on atoms 1 to 5: Cr 0.387; I -0.116; F -0.612; C -0.045; C -0.404

---

Formula: C6H9NOS
Source: the Open Molecules 2025 dataset
Level of theory: the ωB97M-V functional and the def2-TZVPD basis

Positions of all 18 atoms, in Å:
C 0.42 -2.17 0.00
C 0.30 -0.77 -0.54
N 1.36 -0.48 -1.37
C 2.19 0.27 -0.78
S 1.90 0.97 0.78
C 0.21 0.23 0.64
C -0.69 1.45 0.25
C -2.21 1.42 0.39
O -1.32 2.23 1.18
H 0.21 -2.93 -0.69
H -0.17 -2.14 0.89
H 1.39 -2.34 0.32
H -0.73 -0.67 -1.10
H 3.07 0.48 -1.44
H -0.16 -0.18 1.50
H -0.40 2.07 -0.70
H -2.70 1.94 -0.29
H -2.67 0.63 0.95

Net charge: 0
Lowest unoccupied orbital energy in eV: 0.87
SMILES string: C[C@@H]1N=CS[C@H]1[C@H]1CO1
Max |F| in eV/Å: 5.3
Energy relative to the best compared isomer or geometry (same formula, charge and spin) in kJ/mol: 146.5
Frontier orbital gap in hartree: 0.3610

These are the Löwdin partial charges, in e, on atoms 1 to 5: C -0.034; C -0.471; N 0.013; C -0.505; S 0.965

---

Formula: C4H13NO2
Source: the Open Molecules 2025 dataset
Level of theory: the ωB97M-V functional and the def2-TZVPD basis

Positions of all 20 atoms, in Å:
C -0.75 -0.79 0.74
C -1.12 0.42 -0.15
C -2.41 0.18 -0.92
N -0.01 0.80 -1.06
C 0.93 -0.21 -1.48
O 1.85 -0.54 -0.49
H -0.25 -1.59 0.22
H -0.20 -0.49 1.63
H -1.68 -1.19 1.12
H -1.25 1.25 0.56
H -2.66 1.10 -1.45
H -2.32 -0.67 -1.59
H -3.25 0.08 -0.23
H -0.43 1.20 -1.90
H 0.47 -1.14 -1.83
H 1.43 0.25 -2.33
H 2.46 0.18 -0.34
O 3.19 0.74 3.29
H 2.76 0.50 2.46
H 3.25 -0.08 3.77

Net charge: 0
Lowest unoccupied orbital energy in eV: 0.77
SMILES string: CC(C)NCO.O
Max |F| in eV/Å: 1.1
Energy relative to the best compared isomer or geometry (same formula, charge and spin) in kJ/mol: 80.3
Frontier orbital gap in hartree: 0.3613

These are the Löwdin partial charges, in e, on atoms 1 to 5: C -0.068; C -0.431; C -0.073; N -0.024; C -0.329

---

Formula: C21H31Cl5MgP2
Source: the Open Molecules 2025 dataset
Level of theory: the ωB97M-V functional and the def2-TZVPD basis

Positions of all 60 atoms, in Å:
P 1.04 -1.16 -1.51
P 1.96 1.73 -1.48
C 1.09 -0.27 -3.14
C 2.05 0.91 -3.14
H 0.07 0.02 -3.41
H 1.41 -1.00 -3.89
H 3.09 0.59 -3.30
H 1.78 1.66 -3.90
C 0.29 2.46 -1.58
H 0.20 3.21 -0.78
H -0.50 1.70 -1.47
H 0.15 2.94 -2.55
C 3.06 3.13 -1.77
H 2.69 3.72 -2.62
H 4.06 2.76 -2.00
H 3.08 3.76 -0.86
C 0.00 -2.43 -2.40
H -0.14 -3.36 -1.85
H 0.56 -2.68 -3.30
H -0.98 -2.04 -2.72
C 2.58 -2.15 -1.67
H 3.49 -1.58 -1.42
H 2.63 -2.47 -2.71
H 2.52 -3.03 -1.02
Mg 2.14 0.25 0.33
C -2.87 0.72 0.12
C -3.37 0.46 -1.10
C -3.65 -0.88 -1.67
C -4.10 -1.96 -0.64
C -3.05 -3.00 -0.34
C -1.94 -2.71 0.36
C -1.39 -1.33 0.51
C -2.35 -0.29 1.10
C 2.56 -1.31 1.72
H -2.72 1.76 0.42
H -3.53 1.29 -1.79
H -2.79 -1.25 -2.28
H -4.46 -0.72 -2.40
H -4.50 -1.48 0.27
H -4.98 -2.44 -1.09
H -3.28 -4.04 -0.63
H -1.29 -3.51 0.76
H -1.03 -1.01 -0.48
H -0.51 -1.43 1.14
H -3.14 -0.83 1.64
H -1.76 0.24 1.86
H 3.56 -1.12 2.16
H 2.47 -2.33 1.36
H 1.80 -1.09 2.49
Cl -0.98 -0.76 4.13
C -0.09 0.70 4.22
C 0.73 1.11 3.20
C 1.59 2.15 3.32
Cl 2.72 2.48 2.00
C 1.60 2.93 4.54
Cl 2.70 4.23 4.75
C 0.69 2.59 5.56
Cl 0.62 3.51 6.99
C -0.18 1.49 5.40
Cl -1.37 1.15 6.58

Net charge: 0
Lowest unoccupied orbital energy in eV: -0.24
Max |F| in eV/Å: 3.4
Energy relative to the best compared isomer or geometry (same formula, charge and spin) in kJ/mol: 170.8
Frontier orbital gap in hartree: 0.2457

These are the Löwdin partial charges, in e, on atoms 1 to 5: P 0.829; P 0.748; C -0.430; C -0.391; H 0.094

---

Formula: CH11N2Tc
Source: the Open Molecules 2025 dataset
Level of theory: the ωB97M-V functional and the def2-TZVPD basis

Positions of all 15 atoms, in Å:
C 0.05 1.57 -2.01
Tc 0.38 -0.34 -0.27
N -0.19 0.73 1.56
H 0.94 -1.49 -1.25
H -0.37 0.58 -1.63
H 0.16 1.57 -3.11
H 1.03 1.83 -1.59
H -0.61 2.43 -1.76
H 0.44 0.69 2.38
H -1.10 0.47 1.96
H -0.28 1.73 1.37
N -0.03 -2.14 0.91
H -0.92 -2.16 1.41
H 0.60 -2.44 1.66
H -0.11 -3.03 0.40

Multiplicity: 4
Net charge: +1
⟨S²⟩: 3.767
Lowest unoccupied orbital energy (spin up / spin down) in eV: -3.57 / -4.78
Max |F| in eV/Å: 2.3
Energy relative to the best compared isomer or geometry (same formula, charge and spin) in kJ/mol: 0.0
Frontier orbital gap (spin up / spin down) in hartree: 0.3323 / 0.2491

These are the Löwdin partial charges, in e, on atoms 1 to 5: C -0.095; Tc 0.882; N -0.090; H -0.100; H -0.076

---

Formula: C6H12O
Source: the Open Molecules 2025 dataset
Level of theory: the ωB97M-V functional and the def2-TZVPD basis

Positions of all 19 atoms, in Å:
C 2.60 0.09 -0.03
C 1.28 0.83 0.12
O 0.60 0.62 1.25
C -0.43 -0.68 0.85
C -1.72 -0.83 1.34
C -0.71 -0.46 -0.57
C -1.69 0.57 -1.10
H 2.46 -1.00 0.07
H 3.28 0.41 0.77
H 3.08 0.29 -1.00
H 0.53 0.34 -0.78
H 1.29 1.88 -0.20
H 0.25 -1.51 1.06
H -2.48 -0.08 1.13
H -1.98 -1.64 2.01
H -0.61 -1.35 -1.18
H -1.33 0.88 -2.08
H -2.70 0.19 -1.23
H -1.72 1.45 -0.44

Net charge: 0
Lowest unoccupied orbital energy in eV: 0.19
Max |F| in eV/Å: 1.0
Energy relative to the best compared isomer or geometry (same formula, charge and spin) in kJ/mol: 470.0
Frontier orbital gap in hartree: 0.3059

These are the Löwdin partial charges, in e, on atoms 1 to 5: C -0.063; C -0.387; O -0.124; C -0.356; C 0.072